1.
Below is 11 unconnected molecules or ions with the total composition C29H86N14O11 in a non-equilibrium geometry, with properties calculated with wB97M-V/def2-TZVPD.

Calculated values
**DFT total energy**: -74838.5692 eV
**Spin multiplicity**: 2
**F_max**: 5.60 eV/Å
**Net charge**: +1

CARTESIAN COORDINATES (ANGSTROEM)
C 0.19 0.51 0.31
O -0.64 1.57 0.84
H 0.35 0.51 -0.77
H 1.12 0.29 0.85
H -0.34 -0.44 0.32
H -0.25 2.42 0.66
C 3.71 1.48 -2.66
O 3.77 2.48 -3.35
N 2.78 1.22 -1.75
N 4.40 0.38 -2.87
H 2.05 1.91 -1.68
H 2.65 0.29 -1.36
H 4.24 -0.37 -2.20
H 5.12 0.49 -3.57
C -2.09 0.09 -3.06
O -0.88 0.22 -3.05
N -2.93 0.35 -4.00
N -2.78 -0.24 -2.00
H -2.52 0.59 -4.89
H -3.84 0.71 -3.74
H -2.31 -0.36 -1.11
H -3.78 -0.24 -2.05
C -4.27 0.72 1.60
O -5.45 0.79 1.54
N -3.48 1.73 1.21
N -3.53 -0.15 2.17
H -3.99 2.59 1.08
H -2.48 1.59 1.17
H -4.08 -0.72 2.81
H -2.59 0.18 2.30
C 0.57 3.26 -4.19
O 0.84 4.34 -4.58
N 0.00 3.05 -3.04
N 0.72 2.20 -4.91
H -0.21 3.92 -2.56
H -0.29 2.13 -2.74
H 1.51 2.17 -5.53
H 0.33 1.34 -4.53
C -0.42 -8.34 -0.13
C -1.34 -7.23 0.47
C -1.45 -5.98 -0.38
O -2.18 -4.98 0.38
C -2.11 -3.66 -0.26
N -2.57 -7.78 0.88
H 0.49 -7.90 -0.53
H -0.89 -8.97 -0.88
H -0.28 -9.11 0.63
H -0.74 -7.07 1.37
H -1.93 -6.28 -1.31
H -0.47 -5.59 -0.65
H -1.27 -3.05 0.05
H -3.01 -3.19 0.14
H -2.25 -3.66 -1.34
H -3.06 -7.21 1.55
H -3.21 -7.99 0.13
C -3.06 3.48 -1.92
C -3.92 4.70 -1.87
C -4.07 5.35 -0.51
O -4.61 4.61 0.64
C -5.93 4.16 0.40
N -3.18 5.63 -2.71
H -2.70 3.31 -2.94
H -3.65 2.77 -1.35
H -2.14 3.61 -1.34
H -4.91 4.41 -2.24
H -4.65 6.26 -0.59
H -3.14 5.81 -0.18
H -6.32 3.66 1.29
H -5.96 3.52 -0.48
H -6.57 5.04 0.28
H -2.23 5.64 -2.39
H -3.29 5.22 -3.62
C -0.72 4.64 2.45
C 0.66 4.54 1.84
C 1.66 3.78 2.70
O 1.55 4.12 4.06
C 2.37 3.34 4.91
N 0.64 3.99 0.50
H -1.01 5.66 2.19
H -0.78 4.58 3.53
H -1.38 3.92 1.96
H 1.08 5.54 1.72
H 2.68 3.79 2.32
H 1.34 2.74 2.61
H 3.25 3.07 4.32
H 1.88 2.38 5.08
H 2.50 3.75 5.91
H 1.56 4.09 0.09
H 0.23 4.73 -0.05
C -1.65 -4.60 3.89
C -1.22 -3.23 4.43
C 0.06 -2.65 3.70
O 0.85 -1.97 4.70
C 1.94 -1.36 3.95
N -2.37 -2.32 4.32
H -2.70 -4.76 4.12
H -1.15 -5.47 4.34
H -1.48 -4.62 2.81
H -0.89 -3.36 5.46
H -0.18 -1.99 2.86
H 0.60 -3.50 3.29
H 1.55 -0.51 3.39
H 2.31 -2.11 3.25
H 2.73 -0.90 4.55
H -2.77 -2.40 3.40
H -3.12 -2.61 4.93
C 3.68 1.22 1.61
C 5.08 1.55 2.16
C 5.67 0.45 3.10
O 5.29 -0.86 2.71
C 5.57 -1.78 3.72
N 5.99 1.73 0.99
H 3.62 0.34 0.96
H 3.40 2.09 1.01
H 2.87 1.14 2.33
H 5.05 2.53 2.63
H 5.29 0.79 4.06
H 6.76 0.58 3.13
H 6.46 -1.56 4.31
H 5.71 -2.71 3.17
H 4.72 -1.82 4.41
H 6.08 0.91 0.42
H 5.59 2.46 0.41
C -0.54 -3.24 -3.91
C 0.80 -2.61 -3.46
C 1.58 -1.88 -4.55
O 1.75 -2.74 -5.59
C 2.53 -2.14 -6.67
N 0.56 -1.98 -2.17
H -1.33 -2.50 -4.02
H -0.84 -4.06 -3.26
H -0.40 -3.73 -4.87
H 1.41 -3.43 -3.09
H 2.45 -1.29 -4.24
H 0.88 -1.06 -4.72
H 3.61 -1.95 -6.62
H 2.05 -1.29 -7.16
H 2.54 -2.91 -7.44
H 1.43 -1.63 -1.78
H 0.09 -1.10 -2.32

2.
Below is a molecular structure, C2Br2Cl2O in a non-equilibrium geometry, with properties calculated with wB97M-V/def2-TZVPD.

Calculated values
**DFT total energy**: -169250.3451 eV
**F_max**: 1.66 eV/Å
**Net charge**: 0

CARTESIAN COORDINATES (ANGSTROEM)
C -0.84 0.09 -0.30
C 0.48 -0.17 0.38
O -1.71 0.67 0.26
Cl -0.82 -0.29 -1.99
Cl 0.01 -0.21 2.14
Br 1.52 -1.59 -0.26
Br 1.36 1.49 -0.23